{
  "formula": "C32H50N3O11P2SV",
  "method": "wB97M-V/def2-TZVPD",
  "e_homo_ev": [-13.176, -13.195],
  "total_charge": 2,
  "spin_multiplicity": 3,
  "relative_energy_kcal_mol": 34.3,
  "e_tot_ha": -4266.0833,
  "lumo_energy_ha": [-0.2130, -0.2092],
  "species": ["V", "O", "C", "O", "C", "C", "C", "C", "C", "N", "C", "O", "O", "H", "H", "H", "H", "H", "C", "C", "N", "C", "C", "C", "S", "N", "C", "O", "C", "C", "C", "C", "C", "C", "H", "H", "H", "H", "H", "H", "H", "H", "H", "H", "H", "H", "H", "H", "H", "C", "C", "C", "O", "P", "O", "C", "P", "O", "O", "C", "C", "C", "O", "C", "C", "C", "O", "C", "C", "C", "H", "H", "H", "H", "H", "H", "H", "H", "H", "H", "H", "H", "H", "H", "H", "H", "H", "H", "H", "H", "H", "H", "H", "H", "H", "H", "H", "H", "H", "H"],
  "coordinates": [[0.7458, -0.2124, 0.2572], [2.1517, 1.1316, 3.9535], [1.4029, 0.5846, 3.0457], [1.8374, 0.1377, 1.9991], [-0.0527, 0.5032, 3.3783], [-0.5926, 0.9642, 4.5590], [-1.9535, 0.7810, 4.7462], [-2.6787, 0.1358, 3.7638], [-2.0321, -0.3052, 2.6177], [-0.7385, -0.1067, 2.4256], [-2.6947, -1.0800, 1.4893], [-3.9576, -1.4876, 1.6477], [-2.0744, -1.3827, 0.5124], [3.0780, 1.1066, 3.6564], [0.0296, 1.4421, 5.3041], [-2.4378, 1.1208, 5.6536], [-3.7415, -0.0119, 3.9106], [-4.3311, -1.2486, 2.5029], [5.8616, -0.2012, 1.0743], [5.7262, -0.9323, -0.2528], [4.7767, -2.0596, -0.1709], [5.3689, -3.3767, 0.1922], [5.5852, -4.2528, -1.0339], [3.4690, -1.9162, -0.2951], [2.8673, -0.3455, -0.7866], [2.7384, -3.0515, -0.1278], [1.4688, -3.0450, 0.0566], [0.7906, -1.9327, 0.2971], [0.7227, -4.2961, 0.0313], [1.4094, -5.5047, -0.0539], [0.6998, -6.6894, -0.0990], [-0.6914, -6.6681, -0.0626], [-1.3766, -5.4611, 0.0119], [-0.6693, -4.2711, 0.0624], [6.5431, 0.6487, 0.9729], [6.2588, -0.8623, 1.8485], [4.8786, 0.1634, 1.3902], [6.6802, -1.3583, -0.5554], [5.4082, -0.2542, -1.0354], [4.7212, -3.8659, 0.9085], [6.3155, -3.1610, 0.6859], [4.6293, -4.5053, -1.4974], [6.0872, -5.1790, -0.7455], [6.2094, -3.7468, -1.7747], [2.4917, -5.5032, -0.0725], [1.2278, -7.6328, -0.1630], [-1.2439, -7.6006, -0.0889], [-2.4602, -5.4494, 0.0274], [-1.1901, -3.3202, 0.1093], [3.5666, 4.5728, 1.0460], [3.6422, 3.3497, 0.1612], [3.9706, 3.6626, -1.2833], [2.3986, 2.5631, 0.2861], [1.0032, 2.7281, -0.3673], [0.0790, 1.7301, 0.3150], [1.0824, 2.2863, -2.1235], [-0.1152, 0.9940, -2.5641], [-0.1212, -0.1733, -1.6120], [0.1964, 0.4168, -3.9683], [0.5321, 1.0542, -5.2652], [2.0371, 1.1447, -5.3707], [-0.1642, 2.3763, -5.4873], [-1.4168, 1.8493, -2.6327], [-2.7919, 1.2671, -2.6243], [-3.3708, 1.5315, -1.2574], [-3.5662, 1.9339, -3.7311], [0.6893, 4.2144, -0.1187], [-0.1506, 5.2945, -0.7047], [0.6129, 5.9829, -1.8082], [-1.5052, 4.7802, -1.1149], [4.5631, 5.0110, 1.1308], [3.2194, 4.3115, 2.0486], [2.8906, 5.3254, 0.6343], [4.3801, 2.6566, 0.5526], [3.1704, 4.2436, -1.7578], [4.1483, 2.7521, -1.8602], [4.8767, 4.2707, -1.3198], [2.0771, 1.8987, -2.3446], [0.8852, 3.1641, -2.7401], [0.1635, 0.3329, -5.9856], [2.4292, 1.9760, -4.7738], [2.3214, 1.3188, -6.4096], [2.5031, 0.2158, -5.0389], [0.2486, 3.1683, -4.8549], [-1.2334, 2.3115, -5.3099], [-0.0110, 2.6726, -6.5248], [-2.7059, 0.1986, -2.8146], [-3.5236, 2.6082, -1.1199], [-2.6997, 1.1631, -0.4878], [-4.3330, 1.0239, -1.1601], [-3.4387, 3.0183, -3.6792], [-4.6265, 1.7091, -3.6093], [-3.2642, 1.5867, -4.7188], [-0.2619, 5.9725, 0.1306], [0.6296, 5.3857, -2.7266], [1.6377, 6.2028, -1.5039], [0.1231, 6.9313, -2.0420], [-1.4387, 4.1092, -1.9717], [-2.1306, 5.6307, -1.3956], [-1.9942, 4.2521, -0.2928]],
  "atomic_forces_ev_per_a": [[-0.9504, 1.8555, -0.3799], [0.4363, 0.1313, 0.2543], [-0.9333, -0.0549, 0.1441], [0.4474, 0.0366, -0.1554], [0.5316, -0.0309, -0.2013], [-0.0323, 0.1194, 0.2760], [0.0303, 0.0913, 0.2083], [-0.2519, -0.0582, 0.0399], [-0.1667, -0.0911, -0.2967], [-0.0572, -0.0415, -0.3517], [-0.0060, -0.3307, 0.2681], [0.1309, 0.1660, -0.0671], [-0.0561, 0.4177, -0.2070], [0.0172, 0.0543, 0.0924], [-0.0466, -0.0194, -0.0354], [0.0321, -0.0005, -0.0719], [0.0300, 0.0093, 0.0014], [-0.0340, 0.0020, 0.0436], [-0.0760, -0.0295, 0.0939], [-0.0786, -0.2292, -0.0723], [0.2271, -0.0629, 0.3456], [-0.0246, 0.1452, -0.2454], [-0.0146, 0.0390, -0.0298], [0.0239, 0.0148, -0.1133], [0.3946, -0.1393, -0.1460], [0.9420, 0.3544, -0.1404], [-0.5073, 0.7656, -0.1120], [-0.0059, -3.6002, 0.6083], [-0.1846, 0.0604, 0.0055], [0.0587, -0.1707, 0.0029], [-0.0200, -0.0652, 0.0067], [-0.0285, -0.0371, 0.0035], [0.0254, -0.0293, 0.0100], [-0.2172, 0.0705, -0.0040], [-0.0769, -0.1219, -0.0079], [-0.0398, 0.0591, -0.0415], [0.1053, 0.0055, -0.0093], [0.0406, -0.0148, -0.0419], [-0.0420, 0.0322, -0.1082], [-0.0843, -0.0249, 0.0802], [-0.0083, 0.0404, 0.0038], [0.0842, 0.0352, 0.0396], [-0.0422, 0.0850, -0.0087], [-0.0337, -0.0419, 0.0566], [-0.0612, -0.0076, -0.0207], [-0.0420, 0.0390, 0.0183], [0.0432, 0.0648, -0.0238], [0.0788, -0.0056, 0.0026], [0.1063, -0.2027, -0.0191], [-0.1009, 0.1043, 0.0682], [-0.1253, 0.0560, -0.0496], [-0.1303, 0.0201, -0.0900], [0.5221, -0.1724, 0.0698], [-0.3046, -0.2508, 0.3149], [0.6525, 0.7718, -0.1636], [-0.1911, -0.0639, 0.0075], [0.1044, -0.3624, -0.0273], [-0.0610, 0.7322, 0.1158], [0.1755, 0.1321, -0.2915], [0.0757, -0.0010, 0.1445], [0.1356, 0.0249, 0.1013], [-0.0023, 0.0900, 0.1104], [-0.4513, -0.1886, 0.1095], [0.1334, 0.0799, -0.0106], [-0.0950, 0.1509, 0.0165], [-0.0547, 0.1183, -0.1211], [-0.4442, 0.5100, -0.3329], [-0.0330, -0.2009, 0.0155], [0.1077, -0.0319, -0.1738], [-0.1059, -0.0872, 0.0110], [-0.0652, -0.0137, -0.0044], [0.0553, 0.0103, -0.0885], [0.0853, -0.0657, 0.0358], [0.0822, -0.1220, 0.0561], [0.1180, -0.0372, 0.0670], [-0.0125, 0.0578, 0.0321], [-0.0434, -0.0698, 0.0119], [0.0579, 0.0653, -0.0004], [0.0979, -0.0389, -0.0415], [-0.0984, -0.1796, 0.0168], [-0.0275, -0.0864, -0.0553], [-0.0187, 0.0233, 0.0435], [-0.0297, 0.0421, -0.0500], [-0.0236, -0.0425, -0.0541], [-0.0480, -0.0180, -0.0239], [0.0276, 0.0111, 0.0059], [0.1166, -0.0928, 0.0829], [-0.0195, -0.1979, 0.0103], [0.0849, -0.0498, 0.1266], [0.0594, 0.0488, -0.0169], [-0.0519, -0.0619, 0.0036], [0.0216, 0.0017, -0.0280], [0.0256, 0.0112, 0.0368], [0.0681, 0.0746, 0.2550], [0.0157, 0.0647, 0.0888], [-0.0729, 0.0143, -0.0080], [0.0235, -0.0971, 0.0037], [0.0064, 0.0179, 0.0013], [0.0332, -0.0515, 0.0173], [0.0607, 0.0661, -0.0437]]
}